This record from the Open Molecules 2025 dataset describes C30H23N5O4PdSSe2 as an isolated structure at a distorted geometry. The level of theory is ωB97M-V with the def2-TZVPD basis set.

Summary:
* charge: +2
* HOMO-LUMO gap (alpha / beta): 7.37 / 4.95 eV
* <S²>: 6.07
* spin multiplicity: 5
* energy: -7060.07297 hartree
* HOMO (alpha / beta): -13.47 / -13.43 eV

```
66
Properties=species:S:1:pos:R:3:forces:R:3
Pd -0.738433 -0.318442 -0.260277 -0.3 0.2 -0.2
Se 1.023162 1.304787 -3.150228 0.2 0.1 0.0
H -5.685148 -2.302238 -0.684712 0.0 0.0 0.0
N 0.165968 -2.454648 0.156315 0.4 1.0 0.2
H -3.360075 4.611096 1.994712 0.0 0.0 0.0
S -2.136743 -0.064897 1.711594 0.3 -0.2 0.1
C -0.417112 2.646268 -0.712530 0.0 0.0 0.1
O -3.546093 6.009059 4.330497 0.1 -0.1 -0.1
C -2.779229 2.569306 1.828335 0.1 0.2 0.0
H -0.324374 -4.424779 0.673446 0.0 0.1 0.0
C 1.464155 -2.227154 -5.241138 0.0 0.0 0.0
H -2.780302 -4.975681 0.997866 0.0 0.0 0.0
C 3.635747 -1.668314 -0.291444 -0.1 0.0 0.0
H -4.163381 5.644077 3.684409 0.0 0.0 0.1
H -3.136471 2.471868 0.810838 0.0 0.0 0.0
C -3.053992 -4.056972 0.494489 -0.1 -0.1 0.0
C 0.403556 -2.979968 -4.754288 0.0 0.0 0.0
H -5.172262 -4.420403 0.528486 0.0 0.0 0.0
C -2.191678 1.472815 2.476550 -0.2 0.0 -0.1
C -2.070868 -3.157402 0.113726 0.4 -0.1 -0.1
C 5.757649 -2.827707 -0.274810 0.2 0.1 0.0
C -2.443720 3.887530 3.811872 0.0 0.0 0.1
Se -1.067024 1.525384 -2.132987 -0.3 -0.2 0.2
O 3.751460 -4.009301 0.191748 0.0 0.1 0.0
H -1.228017 -2.988616 -3.352378 0.0 0.0 0.0
H -1.246538 0.750295 4.283431 -0.1 0.0 0.0
C 2.192893 -1.525215 -0.160280 0.1 0.2 0.1
C 1.667398 -0.949993 -4.750736 0.0 0.0 0.0
H -1.431462 2.944428 5.440768 0.0 0.0 0.0
O 1.634327 -0.456402 -0.392327 -0.2 -0.1 -0.1
H 6.323154 -3.740267 -0.122786 0.0 0.0 0.0
C -1.814325 2.810602 4.436962 0.1 -0.1 0.0
C 6.404493 -1.663624 -0.627066 0.1 0.0 0.0
H 0.196081 -3.969727 -5.137787 0.0 0.0 0.0
C -2.914623 3.766185 2.507164 0.0 0.0 -0.1
C 0.584540 3.973892 1.408789 0.0 0.0 0.1
C 4.374464 -2.854362 -0.114090 -0.1 -0.2 0.1
H 0.181160 5.780401 0.318482 0.0 0.0 0.0
C -1.705092 1.598682 3.790683 -0.2 0.0 0.0
C -0.380826 4.022431 -0.784267 0.1 0.1 0.1
C -0.663646 -3.435166 0.372350 -0.4 -0.3 0.0
N -0.020987 1.932896 0.341007 0.3 0.1 -0.1
C 5.687751 -0.480786 -0.828265 0.0 0.0 0.0
C 0.792973 -0.498626 -3.772347 -0.1 0.0 0.0
N -0.196188 -1.207187 -3.261374 -0.1 -0.1 0.0
H 4.407898 -4.710547 0.285506 0.0 0.0 0.0
C -4.666493 -2.572401 -0.439733 0.0 0.0 -0.1
H 1.004397 4.469640 2.274294 0.0 0.0 0.0
C 0.131328 4.698412 0.319967 0.0 0.1 -0.1
H 2.469452 -0.324693 -5.120813 0.0 0.0 0.0
H 6.198125 0.430016 -1.108613 0.0 0.0 0.0
H 2.116155 -2.622936 -6.009322 0.0 0.0 0.0
C -3.618678 -1.728181 -0.800986 0.1 0.0 -0.1
C 4.329886 -0.493212 -0.653701 0.0 0.0 0.0
N 1.441347 -2.663785 0.277065 0.0 -0.6 0.0
C -2.539167 5.164399 4.613324 -0.1 0.1 -0.1
O -1.741326 5.413261 5.464262 0.1 0.0 0.0
H 3.752775 0.410997 -0.784002 0.0 0.0 0.0
H 7.480826 -1.672815 -0.750580 0.0 0.0 0.0
C -4.379841 -3.748537 0.226130 0.0 -0.1 0.0
N -2.346948 -2.000832 -0.531174 -0.1 0.0 0.1
H 0.822690 1.987926 2.218608 0.0 0.0 0.0
C -0.391319 -2.433951 -3.763698 0.0 0.0 0.1
C 0.489625 2.589728 1.383289 0.0 -0.1 -0.1
H -0.726441 4.548532 -1.663848 0.0 0.0 0.0
H -3.806614 -0.805145 -1.334378 0.0 0.0 0.0
```
Positions in Å, forces in eV/Å.